Entry 1:
This record from the OMol25 dataset describes the molecule C6H10. The level of theory is ωB97M-V with the def2-TZVPD basis set.

Results
E_LUMO: 1.346 eV
HOMO level: -0.347 Ha
Kohn-Sham gap: 10.8 eV
SMILES string: C1CC1C1CC1
Calculated total energy: -234.54955 Eh

Each line ends with the Mulliken charge.
Element x y z (Å)
C -0.91 -1.39 -1.07  -0.65
C -1.88 -0.77 -0.10  -0.60
C -0.40 -0.66 0.15  -0.09
C 0.35 0.64 -0.07  -0.09
C 0.98 1.37 1.08  -0.64
C 1.85 0.76 0.02  -0.61
H -0.81 -0.86 -2.02  0.23
H -0.84 -2.47 -1.15  0.26
H -2.43 0.12 -0.35  0.24
H -2.39 -1.47 0.56  0.25
H -0.12 -1.23 1.03  0.37
H -0.10 1.26 -0.84  0.33
H 0.88 2.45 1.12  0.25
H 0.95 0.88 2.05  0.24
H 2.36 1.43 -0.67  0.24
H 2.44 -0.11 0.29  0.25



Entry 2:
This record from the OMol25 dataset describes the molecule C6H10. The level of theory is ωB97M-V with the def2-TZVPD basis set.

Results
E_LUMO: 1.156 eV
HOMO level: -0.321 Ha
Kohn-Sham gap: 9.9 eV
SMILES string: C=C/C=C/CC
Calculated total energy: -234.55571 Eh

Each line ends with the Mulliken charge.
Element x y z (Å)
C -0.25 3.00 0.30  -0.76
C 0.37 1.85 0.39  -0.13
C -0.31 0.57 0.07  -0.33
C 0.10 -0.57 0.60  -0.24
C -0.39 -1.88 0.04  -0.59
C 0.42 -2.36 -1.18  -1.02
H 0.15 3.96 0.60  0.28
H -1.28 3.02 -0.04  0.20
H 1.45 1.86 0.49  0.29
H -1.10 0.71 -0.64  0.33
H 0.85 -0.47 1.37  0.37
H -1.43 -1.76 -0.25  0.31
H -0.38 -2.69 0.76  0.33
H 0.52 -1.71 -2.03  0.35
H 1.40 -2.62 -0.78  0.30
H -0.02 -3.33 -1.43  0.29



Entry 3:
This record from the OMol25 dataset describes the molecule C6H10. The level of theory is ωB97M-V with the def2-TZVPD basis set.

Results
E_LUMO (spin up / spin down): 0.195 / 0.066 eV
HOMO level (spin up / spin down): -0.267 / -0.258 Ha
Kohn-Sham gap (spin up / spin down): 7.5 / 7.1 eV
Calculated total energy: -234.42338 Eh

Each line ends with the Mulliken charge.
Element x y z (Å)
C -1.85 -0.08 0.85  -1.25
C -1.85 0.31 -0.62  -0.16
C -0.52 0.20 -1.33  -0.83
C 0.70 -0.13 -0.75  0.43
C 1.50 -0.74 0.07  -0.22
C 2.74 -0.38 0.79  -0.85
H -1.37 -1.05 1.00  0.32
H -2.88 -0.14 1.22  0.35
H -1.32 0.65 1.47  0.31
H -2.29 1.31 -0.76  0.30
H -2.51 -0.37 -1.18  0.27
H -0.54 0.38 -2.40  0.35
H 0.94 0.88 -1.32  0.16
H 3.27 -1.27 1.15  0.28
H 3.43 0.18 0.14  0.30
H 2.54 0.25 1.66  0.23



Entry 4:
This record from the OMol25 dataset describes a structure of composition C6H10. The level of theory is ωB97M-V with the def2-TZVPD basis set.

Results
E_LUMO: 0.867 eV
HOMO level: -0.319 Ha
Kohn-Sham gap: 9.6 eV
Calculated total energy: -234.42198 Eh

Each line ends with the Mulliken charge.
Element x y z (Å)
C -1.54 0.06 0.95  -1.18
C -1.50 0.36 -0.54  -0.43
C -0.23 -0.10 -1.23  -0.03
C 0.43 -1.37 -0.82  -1.11
C 1.26 -0.37 -0.50  0.66
C 2.22 -0.03 0.60  -1.04
H -1.33 -1.00 1.13  0.34
H -2.52 0.30 1.37  0.39
H -0.79 0.65 1.49  0.23
H -1.67 1.43 -0.73  0.33
H -2.31 -0.18 -1.06  0.29
H -0.14 0.23 -2.27  0.54
H 0.89 0.73 -0.97  0.12
H 2.57 -0.98 1.02  0.32
H 3.08 0.54 0.24  0.32
H 1.73 0.54 1.40  0.27



Entry 5:
This record from the OMol25 dataset describes a structure of composition C6H10. The level of theory is ωB97M-V with the def2-TZVPD basis set.

Results
E_LUMO: 1.178 eV
HOMO level: -0.393 Ha
Kohn-Sham gap: 11.9 eV
Calculated total energy: -234.57702 Eh

Each line ends with the Mulliken charge.
Element x y z (Å)
C -0.93 0.49 -0.92  -0.64
C -0.20 1.02 0.34  -0.28
C -0.80 -0.20 1.07  -0.63
C -0.56 -0.88 -0.31  -0.28
C 0.97 -0.86 -0.46  -0.68
C 1.25 0.51 0.23  -0.72
H -0.56 0.76 -1.91  0.32
H -2.02 0.66 -0.88  0.28
H -0.33 2.05 0.70  0.42
H -1.86 -0.09 1.31  0.28
H -0.22 -0.57 1.93  0.29
H -1.07 -1.80 -0.59  0.41
H 1.27 -0.86 -1.51  0.30
H 1.48 -1.69 0.04  0.32
H 1.96 1.16 -0.29  0.33
H 1.61 0.33 1.25  0.28



Entry 6:
This record from the OMol25 dataset describes a cluster of 2 separate species, C6H10 in total. The level of theory is ωB97M-V with the def2-TZVPD basis set.

Results
E_LUMO: 1.148 eV
HOMO level: -0.311 Ha
Kohn-Sham gap: 9.6 eV
SMILES string: C=C1C=CCC1.[H][H]
Calculated total energy: -234.54195 Eh

Each line ends with the Mulliken charge.
Element x y z (Å)
C -2.09 -0.09 0.54  -0.94
C -0.81 -0.02 0.19  0.48
C -0.17 1.20 -0.33  -0.48
C 1.13 1.18 -0.03  -0.35
C 1.54 -0.11 0.64  -0.57
C 0.30 -1.01 0.45  -0.55
H -2.48 -0.92 1.13  0.28
H -2.77 0.73 0.31  0.25
H -0.73 2.01 -0.78  0.36
H 1.81 2.01 -0.18  0.42
H 1.74 0.05 1.71  0.27
H 2.45 -0.54 0.20  0.30
H 0.09 -1.67 1.30  0.30
H 0.45 -1.65 -0.43  0.22
H 0.12 -0.51 -2.52  0.08
H -0.55 -0.71 -2.27  -0.08



Entry 7:
This record from the OMol25 dataset describes the molecule C6H10. The level of theory is ωB97M-V with the def2-TZVPD basis set.

Results
E_LUMO: 1.194 eV
HOMO level: -0.363 Ha
Kohn-Sham gap: 11.1 eV
SMILES string: C#C[C@H](C)CC
Calculated total energy: -234.54092 Eh

Each line ends with the Mulliken charge.
Element x y z (Å)
C 2.37 -0.50 0.09  0.07
C 1.24 -0.56 -0.32  -0.79
C -0.18 -0.32 -0.63  0.56
C -0.34 0.30 -2.03  -1.42
C -0.61 0.56 0.58  -0.71
C -0.63 -0.24 1.88  -1.11
H 3.34 -0.39 0.51  0.41
H -0.76 -1.25 -0.61  0.28
H -0.32 1.39 -2.03  0.34
H 0.48 -0.04 -2.67  0.37
H -1.28 -0.02 -2.49  0.34
H -1.58 1.05 0.42  0.40
H 0.14 1.36 0.65  0.32
H -1.15 -1.19 1.77  0.30
H 0.39 -0.47 2.20  0.29
H -1.12 0.32 2.68  0.33



Entry 8:
This record from the OMol25 dataset describes the molecule C6H10. The level of theory is ωB97M-V with the def2-TZVPD basis set.

Results
E_LUMO: 0.905 eV
HOMO level: -0.339 Ha
Kohn-Sham gap: 10.1 eV
SMILES string: C=C=C(C)CC
Calculated total energy: -234.45437 Eh

Each line ends with the Mulliken charge.
Element x y z (Å)
C -2.28 -0.98 0.92  -0.54
C -1.01 -1.05 0.58  0.15
C -0.04 -0.45 -0.06  -0.14
C -1.12 0.99 -0.54  -0.96
C 1.44 -0.73 -0.33  -0.37
C 2.24 0.53 -0.03  -1.13
H -2.61 -0.47 1.83  0.30
H -3.07 -1.37 0.27  0.30
H -1.79 0.34 -1.07  0.27
H -1.16 1.97 -1.08  0.31
H -1.32 1.22 0.49  0.33
H 1.57 -1.01 -1.38  0.26
H 1.86 -1.57 0.25  0.28
H 1.78 1.38 -0.55  0.31
H 2.23 0.75 1.05  0.29
H 3.28 0.45 -0.35  0.35



Entry 9:
This record from the OMol25 dataset describes the molecule C6H10. The level of theory is ωB97M-V with the def2-TZVPD basis set.

Results
E_LUMO (spin up / spin down): 0.785 / 0.786 eV
HOMO level (spin up / spin down): -0.267 / -0.267 Ha
Kohn-Sham gap (spin up / spin down): 8.0 / 8.1 eV
Calculated total energy: -234.45666 Eh

Each line ends with the Mulliken charge.
Element x y z (Å)
C 2.07 -0.09 0.04  -1.29
C 0.63 -0.25 0.47  0.08
C -0.88 -1.32 -0.86  -0.92
C -1.91 -0.38 -0.48  -0.18
C -1.64 0.71 0.26  -0.46
C -0.20 0.99 0.57  -0.58
H 2.58 0.58 0.75  0.33
H 2.15 0.36 -0.95  0.35
H 2.63 -1.03 0.05  0.36
H 0.55 -0.87 1.38  0.31
H -0.67 -1.33 -1.94  0.19
H 0.01 -1.46 -0.18  0.48
H -2.93 -0.54 -0.86  0.36
H -2.41 1.42 0.55  0.37
H 0.20 1.75 -0.12  0.30
H -0.10 1.39 1.58  0.30



Entry 10:
This record from the OMol25 dataset describes the molecule C6H10. The level of theory is ωB97M-V with the def2-TZVPD basis set.

Results
E_LUMO: 1.115 eV
HOMO level: -0.342 Ha
Kohn-Sham gap: 10.4 eV
SMILES string: CCC#CCC
Calculated total energy: -234.54586 Eh

Each line ends with the Mulliken charge.
Element x y z (Å)
C -1.46 0.87 -1.74  -1.00
C -0.17 1.60 -1.35  -0.46
C 0.72 0.70 -0.62  0.00
C 1.23 -0.03 0.19  0.06
C 1.42 -0.80 1.43  -0.38
C 0.20 -1.70 1.65  -1.07
H -1.31 0.31 -2.66  0.27
H -1.76 0.16 -0.96  0.27
H -2.29 1.57 -1.89  0.32
H 0.32 2.03 -2.23  0.30
H -0.39 2.44 -0.66  0.25
H 1.44 -0.05 2.24  0.24
H 2.36 -1.36 1.47  0.30
H 0.17 -2.53 0.94  0.29
H 0.22 -2.10 2.67  0.34
H -0.71 -1.11 1.52  0.28



Record order is preserved below.
F_max: 0.6, 1.7, 0.3, 0.5, 0.4, 0.3, 0.6, 1.8, 1.1, 0.6 eV/A
Record order is preserved below.
Energy above the lowest of the compared OMol25 structures with the same formula, charge and spin: 33.24, 29.37, 112.41, 113.28, 16.00, 38.01, 38.65, 92.96, 91.52, 35.55 kcal/mol